(a)
C2H3N3O | ωB97M-V/def2-TZVPD

Geometry as XYZ:
```
9
Properties=species:S:1:pos:R:3
C 0.071 -1.244 0.462
C 0.005 0.182 0.006
N -0.192 0.544 -1.345
N -0.210 1.799 -1.395
O -0.041 2.331 -0.206
N 0.114 1.178 0.801
H -0.869 -1.723 0.175
H 0.917 -1.716 -0.043
H 0.205 -1.350 1.546
```

- Multiplicity: 1
- Molar mass: 85.1 g mol⁻¹
- HOMO: -11.75 eV
- HOMO-LUMO gap: 12.1 eV
- SMILES string: Cc1nnon1
- Net charge: 0

Löwdin population analysis, charges in e, atoms 1 to 2: -0.02 -0.43

(b)
C2H3N3O | ωB97M-V/def2-TZVPD

Geometry as XYZ:
```
9
Properties=species:S:1:pos:R:3
O 1.628 -1.125 -0.062
C 0.820 1.034 -0.494
N -0.288 1.612 -0.046
N -1.169 0.608 0.282
C -0.672 -0.593 0.053
N 0.557 -0.335 -0.406
H 2.352 -0.491 -0.242
H -2.019 0.818 0.780
H -1.209 -1.529 0.135
```

- Multiplicity: 1
- Molar mass: 85.1 g mol⁻¹
- HOMO: -8.92 eV
- HOMO-LUMO gap: 9.5 eV
- Net charge: 0

Löwdin population analysis, charges in e, atoms 1 to 2: 0.01 -0.14

Quick one: most stable of them? (a)

(a)
C2H3N3O | ωB97M-V/def2-TZVPD

Geometry as XYZ:
```
9
Properties=species:S:1:pos:R:3
O 1.049 0.271 -1.670
C 0.372 0.196 -0.512
N 0.077 1.133 0.356
C -0.558 0.417 1.331
N -0.663 -0.876 1.116
N -0.070 -0.999 -0.092
H 0.620 0.895 -2.263
H -0.938 0.861 2.242
H 0.112 -1.898 -0.508
```

- Multiplicity: 1
- Molar mass: 85.1 g mol⁻¹
- HOMO: -9.82 eV
- HOMO-LUMO gap: 10.4 eV
- SMILES string: Oc1ncn[nH]1
- Net charge: 0

Löwdin population analysis, charges in e, atoms 1 to 2: 0.10 -0.48

(b)
C2H3N3O | ωB97M-V/def2-TZVPD

Geometry as XYZ:
```
9
Properties=species:S:1:pos:R:3
C -0.677 -1.253 -0.520
N 0.480 -1.279 0.044
N 0.976 0.134 0.321
C 0.311 1.251 0.123
N -0.849 1.189 -0.203
O -1.321 -0.081 -0.809
H -1.442 -2.099 -0.480
H 1.785 -0.094 1.014
H 0.738 2.231 0.512
```

- Multiplicity: 1
- Molar mass: 85.1 g mol⁻¹
- HOMO: -8.63 eV
- HOMO-LUMO gap: 9.3 eV
- SMILES string: C1=NNC=NO1
- Net charge: 0

Löwdin population analysis, charges in e, atoms 1 to 2: -0.22 0.08

Quick one: most stable of them? (a)

(a)
C2H3N3O | ωB97M-V/def2-TZVPD

Geometry as XYZ:
```
9
Properties=species:S:1:pos:R:3
C 0.680 -1.016 -0.072
C 0.027 0.926 0.074
N 1.174 0.170 0.061
N -0.654 -1.177 -0.098
N -1.093 0.023 0.009
O -2.238 0.434 -0.044
H 2.092 -2.401 -0.051
H 0.075 1.469 0.927
H -0.063 1.572 -0.806
```

- Multiplicity: 1
- Molar mass: 85.1 g mol⁻¹
- HOMO (alpha / beta): -10.19 / -10.19 eV
- HOMO-LUMO gap (alpha / beta): 9.2 / 9.2 eV
- Net charge: 0

Löwdin population analysis, charges in e, atoms 1 to 2: -0.25 -0.19

(b)
C2H3N3O | ωB97M-V/def2-TZVPD

Geometry as XYZ:
```
9
Properties=species:S:1:pos:R:3
C 1.337 -0.062 0.091
N 0.791 1.067 0.084
N -0.507 1.144 -0.177
C -1.359 -0.027 0.018
N -0.793 -1.126 0.125
O 0.566 -1.133 -0.198
H 2.327 -0.213 0.325
H -0.874 2.029 0.013
H -2.290 0.185 0.363
```

- Multiplicity: 1
- Molar mass: 85.1 g mol⁻¹
- HOMO: -8.46 eV
- HOMO-LUMO gap: 9.3 eV
- SMILES string: C1=NNC=NO1
- Net charge: 0

Löwdin population analysis, charges in e, atoms 1 to 2: -0.20 0.03

Quick one: most stable of them? (b)

(a)
C2H3N3O | ωB97M-V/def2-TZVPD

Geometry as XYZ:
```
9
Properties=species:S:1:pos:R:3
N 0.867 1.199 -0.490
C 0.102 0.210 0.097
C -0.375 -1.032 -0.430
N -0.977 -1.676 0.525
O -0.893 -0.899 1.619
N -0.239 0.266 1.357
H 0.926 2.023 0.093
H 0.647 1.433 -1.444
H -0.301 -1.465 -1.418
```

- Multiplicity: 1
- Molar mass: 85.1 g mol⁻¹
- HOMO: -9.68 eV
- HOMO-LUMO gap: 10.5 eV
- SMILES string: Nc1cnon1
- Net charge: 0

Löwdin population analysis, charges in e, atoms 1 to 2: 0.11 -0.40

(b)
C2H3N3O | ωB97M-V/def2-TZVPD

Geometry as XYZ:
```
9
Properties=species:S:1:pos:R:3
C -0.226 0.639 -1.248
C -1.039 0.910 -0.078
N 0.836 -0.178 -0.820
N -0.510 0.202 0.940
N 0.546 -0.329 0.388
O 1.649 -1.548 1.401
H -0.222 0.689 -2.295
H -1.909 1.658 0.007
H 0.876 -2.042 1.705
```

- Multiplicity: 1
- Molar mass: 85.1 g mol⁻¹
- HOMO (alpha / beta): -10.32 / -10.31 eV
- HOMO-LUMO gap (alpha / beta): 8.3 / 8.2 eV
- Net charge: 0

Löwdin population analysis, charges in e, atoms 1 to 2: -0.09 -0.14

Quick one: most stable of them? (a)

(a)
C55H54N3O4SiTi | ωB97M-V/def2-TZVPD

Geometry as XYZ:
```
118
Properties=species:S:1:pos:R:3
Ti -1.678 0.401 0.086
O -1.382 -0.797 1.512
C -2.047 -2.074 1.779
C -3.575 -1.713 1.783
C -4.169 -1.062 0.566
C -5.533 -0.893 0.477
C -6.149 -0.356 -0.692
C -5.314 -0.158 -1.847
C -3.967 -0.351 -1.721
C -3.127 -0.450 -2.906
C -1.852 0.589 -2.983
O -1.226 0.853 -1.741
C -0.807 -0.191 -3.900
C 0.417 -0.717 -3.400
C 1.316 -1.201 -4.295
C 1.075 -1.214 -5.685
C -0.128 -0.703 -6.157
C -1.107 -0.279 -5.268
C -2.240 1.823 -3.701
C -1.183 2.793 -3.800
C -1.432 3.978 -4.410
C -2.685 4.276 -4.872
C -3.722 3.432 -4.574
C -3.498 2.181 -4.141
N -3.340 -0.669 -0.537
C -1.686 -2.778 3.139
C -2.122 -2.186 4.337
C -1.796 -2.787 5.584
C -1.270 -4.080 5.589
C -0.691 -4.559 4.402
C -0.790 -3.877 3.194
C -1.705 -3.100 0.639
C -0.729 -2.971 -0.364
C -0.306 -4.025 -1.194
C -1.103 -5.202 -1.121
C -2.144 -5.293 -0.282
C -2.331 -4.294 0.717
H -3.811 -1.030 2.668
H -4.218 -2.568 1.977
H -6.139 -1.101 1.414
H -7.119 -0.055 -0.504
H -5.683 0.191 -2.790
H -3.685 -0.266 -3.841
H -2.770 -1.500 -2.932
H 0.663 -0.507 -2.344
H 2.257 -1.625 -3.996
H 1.837 -1.639 -6.334
H -0.395 -0.806 -7.279
H -2.044 0.202 -5.693
H -0.173 2.449 -3.590
H -0.680 4.728 -4.607
H -2.897 5.175 -5.427
H -4.700 3.742 -4.811
H -4.360 1.611 -3.849
H -2.787 -1.359 4.311
H -1.936 -2.341 6.593
H -1.202 -4.837 6.417
H -0.258 -5.493 4.364
H -0.292 -4.293 2.322
H -0.168 -2.053 -0.478
H 0.546 -3.954 -1.902
H -0.781 -6.068 -1.691
H -2.869 -6.111 -0.301
H -3.022 -4.478 1.565
C 1.462 2.353 5.406
C 1.200 1.060 5.007
C 0.871 0.799 3.682
C 0.966 1.854 2.747
C 1.252 3.155 3.142
C 1.507 3.391 4.531
Si 0.606 1.557 0.851
C 2.189 0.704 0.107
C 2.457 1.035 -1.235
C 3.717 0.743 -1.753
C 4.735 0.166 -0.948
C 4.482 -0.066 0.413
C 3.212 0.117 0.942
H 1.642 2.623 6.411
H 1.056 0.260 5.754
H 0.438 -0.186 3.414
H 1.178 3.920 2.390
H 1.662 4.402 4.907
H 0.552 3.020 0.376
H 1.738 1.647 -1.825
H 3.882 1.077 -2.768
H 5.710 -0.065 -1.372
H 5.275 -0.511 1.028
H 2.898 -0.255 1.924
N -3.760 1.953 4.933
C -4.563 2.668 4.019
O -5.716 3.090 4.315
C -4.032 2.682 2.610
C -4.736 3.548 1.677
C -4.068 3.885 0.479
C -3.004 3.142 0.093
N -2.647 2.059 0.911
C -2.983 1.899 2.226
H -4.007 2.165 5.891
H -2.786 2.001 4.713
H -5.656 4.012 2.039
H -4.437 4.731 -0.153
H -2.642 3.186 -0.968
H -2.323 1.304 2.902
C 7.940 -1.384 -2.787
C 8.432 -1.224 -1.372
O 8.710 0.218 -1.106
C 9.143 0.237 0.258
C 10.005 1.415 0.622
H 8.767 -1.578 -3.544
H 7.652 -0.351 -3.170
H 7.151 -2.133 -2.968
H 9.341 -1.888 -1.085
H 7.558 -1.419 -0.666
H 9.745 -0.625 0.400
H 8.210 0.162 0.915
H 10.591 1.757 -0.247
H 10.723 1.045 1.408
H 9.421 2.281 1.056
```

- Multiplicity: 2
- Expectation value of S²: 0.774
- Molar mass: 897.0 g mol⁻¹
- HOMO (alpha / beta): -6.39 / -6.34 eV
- HOMO-LUMO gap (alpha / beta): 5.7 / 5.6 eV
- Net charge: 0

Löwdin population analysis, charges in e, atoms 1 to 2: 0.84 -0.33

(b)
C55H54N3O4SiTi | ωB97M-V/def2-TZVPD

Geometry as XYZ:
```
118
Properties=species:S:1:pos:R:3
Ti 13.378 11.688 14.006
O 12.735 13.340 14.744
C 12.781 13.886 16.072
C 13.284 12.700 16.986
C 14.567 11.985 16.569
C 15.460 11.622 17.580
C 16.766 11.303 17.240
C 17.111 11.218 15.873
C 16.201 11.524 14.864
C 16.682 11.632 13.417
C 15.849 11.114 12.244
O 14.481 11.439 12.519
C 16.471 11.609 10.931
C 15.827 12.498 10.105
C 16.334 12.871 8.869
C 17.539 12.343 8.450
C 18.261 11.459 9.289
C 17.711 11.073 10.516
C 15.934 9.564 12.114
C 15.193 8.914 11.122
C 14.960 7.534 11.161
C 15.416 6.738 12.200
C 16.139 7.364 13.199
C 16.374 8.753 13.157
N 14.885 11.737 15.241
C 11.394 14.362 16.597
C 10.571 13.478 17.337
C 9.214 13.719 17.526
C 8.581 14.817 16.921
C 9.399 15.757 16.309
C 10.765 15.527 16.143
C 13.775 15.075 16.295
C 14.743 15.395 15.334
C 15.721 16.332 15.576
C 15.749 17.010 16.793
C 14.736 16.819 17.729
C 13.737 15.892 17.466
H 12.498 11.924 17.013
H 13.458 13.020 18.028
H 15.131 11.687 18.596
H 17.509 11.086 17.994
H 18.122 10.978 15.610
H 17.696 11.201 13.361
H 16.911 12.702 13.273
H 14.868 12.857 10.431
H 15.799 13.616 8.296
H 17.930 12.612 7.488
H 19.211 11.085 8.948
H 18.236 10.387 11.141
H 14.679 9.465 10.337
H 14.389 7.111 10.330
H 15.133 5.681 12.228
H 16.530 6.825 14.050
H 16.900 9.183 13.986
H 11.003 12.590 17.768
H 8.621 12.983 18.054
H 7.523 14.925 16.974
H 9.012 16.710 15.964
H 11.337 16.265 15.608
H 14.697 14.925 14.337
H 16.486 16.535 14.821
H 16.546 17.702 17.022
H 14.694 17.419 18.625
H 12.909 15.764 18.141
C 7.226 9.073 12.517
C 7.495 10.145 11.670
C 8.815 10.490 11.373
C 9.896 9.814 11.972
C 9.580 8.687 12.717
C 8.284 8.308 13.006
Si 11.787 10.412 11.831
C 11.979 10.675 9.939
C 11.809 9.585 9.097
C 11.998 9.677 7.723
C 12.336 10.900 7.151
C 12.432 12.021 7.961
C 12.246 11.908 9.339
H 6.202 8.802 12.731
H 6.704 10.714 11.213
H 8.986 11.319 10.680
H 10.387 8.048 13.114
H 8.089 7.425 13.621
H 12.346 9.054 11.853
H 11.522 8.592 9.463
H 11.942 8.741 7.179
H 12.528 10.999 6.086
H 12.706 12.993 7.550
H 12.309 12.794 9.943
N 8.286 10.795 15.898
C 9.045 9.940 16.703
O 8.629 9.557 17.794
C 10.371 9.596 16.187
C 11.060 8.566 16.840
C 12.314 8.227 16.379
C 12.893 8.922 15.335
N 12.321 10.017 14.793
C 10.993 10.255 15.144
H 7.299 10.790 16.103
H 8.500 10.971 14.950
H 10.548 8.053 17.631
H 12.900 7.413 16.824
H 13.832 8.558 14.924
H 10.477 11.029 14.600
C 9.569 13.936 12.423
C 10.446 14.737 11.442
O 11.829 14.421 11.734
C 12.738 15.537 11.738
C 13.191 15.951 10.317
H 9.527 14.497 13.378
H 10.034 12.958 12.632
H 8.552 13.823 12.081
H 10.283 15.827 11.485
H 10.215 14.445 10.414
H 13.604 15.221 12.321
H 12.241 16.380 12.265
H 13.433 15.099 9.671
H 14.099 16.589 10.348
H 12.377 16.520 9.832
```

- Multiplicity: 2
- Expectation value of S²: 0.760
- Molar mass: 897.0 g mol⁻¹
- HOMO (alpha / beta): -6.23 / -6.27 eV
- HOMO-LUMO gap (alpha / beta): 5.6 / 5.7 eV
- Net charge: 0

Löwdin population analysis, charges in e, atoms 1 to 2: 0.93 -0.26

Quick one: most stable of them? (b)